No. 1
The following is a DFT calculation (ωB97M-V with the def2-TZVPD basis set) of the molecule C5H5Cl2F in a non-equilibrium geometry.

Last columns: bonded neighbours and bond lengths (Å).
Element x y z (Å)
1 H -0.81815 -2.39605 0.56579  C5 1.185
2 C 0.05694 1.06350 0.38912  H4 1.177, F8 1.347, C9 1.632, C11 1.629
3 C 0.56677 -1.02569 -0.43664  C5 1.338, C9 1.473, H12 1.118
4 H 0.58291 0.85390 1.42112  C2 1.177
5 C -0.50885 -1.27971 0.31725  H1 1.185, C3 1.338, C11 1.539
6 Cl 2.71106 0.28757 -0.26995  C9 1.792
7 Cl -2.71985 0.29177 -0.61567  C11 1.926
8 F -0.17577 2.31301 -0.05586  C2 1.347
9 C 0.98524 0.35134 -0.74800  C2 1.632, C3 1.473, Cl6 1.792, H13 1.175
10 H -1.65866 0.12761 1.51413  C11 1.048
11 C -1.21657 0.06343 0.56650  C2 1.629, C5 1.539, Cl7 1.926, H10 1.048
12 H 1.35358 -1.64921 -0.92919  C3 1.118
13 H 0.84136 0.99854 -1.71860  C9 1.175

structure (SMILES) = FC1[C@@H](Cl)C=C[C@@H]1Cl
gap between HOMO and LUMO = 0.387 Ha



No. 2
The following is a DFT calculation (ωB97M-V with the def2-TZVPD basis set) of a cluster of 2 separate species, C24H22INO8S in total in a non-equilibrium geometry.

Last columns: bonded neighbours and bond lengths (Å).
Element x y z (Å)
1 O 2.46164 2.91763 0.74730  C50 1.201
2 C 2.56140 6.20327 2.26653  H3 1.127, H14 1.117, H35 1.129, C54 1.569
3 H 2.90515 5.24002 2.74015  C2 1.127
4 H -1.91114 0.06847 -1.91237  C22 1.116
5 H -1.30845 -3.50922 1.35939  C31 1.118
6 O -2.50115 5.15055 -2.32998  S47 1.469
7 C -1.56463 -2.48265 -0.61954  H27 1.124, C28 1.577, C31 1.600, I52 2.160
8 H 2.46832 -10.93006 -1.23842  C24 1.083
9 C 2.04990 -7.22936 -2.52360  H10 1.083, C12 1.332, C36 1.481
10 H 1.88244 -6.20857 -2.84460  C9 1.083
11 H 3.86826 -7.51877 -3.56996  C12 1.083
12 C 3.11322 -7.93037 -2.91207  C9 1.332, H11 1.083, C30 1.481
13 C -0.39586 1.30142 -0.84313  C22 1.472, C43 1.567, C48 1.482
14 H 3.46613 6.78729 1.97077  C2 1.117
15 O 0.64651 4.02569 3.19919  C17 1.203
16 C -1.30610 6.90711 -0.69051  H37 1.119, H41 1.126, S47 1.821, H51 1.127
17 C 0.01987 4.79056 2.51439  O15 1.203, N29 1.476, C57 1.577
18 C 1.23712 -9.20830 -1.17059  C24 1.332, C36 1.481, H56 1.083
19 H -1.65219 4.90027 3.96087  C57 1.115
20 C -3.49271 -3.69795 0.73082  C31 1.579, H34 1.126, H42 1.119, H53 1.127
21 O 0.05829 -7.17473 -1.27103  C36 1.215
22 C -1.11184 0.04814 -1.13318  H4 1.116, C13 1.472, C28 1.461
23 C 0.31183 3.99107 0.26159  N29 1.451, C44 1.356, C50 1.578
24 C 2.30048 -9.90965 -1.55896  H8 1.083, C18 1.332, C30 1.481
25 O 2.05222 6.21399 -0.05248  C54 1.213
26 O 4.29081 -9.96390 -2.81081  C30 1.213
27 H -2.44215 -2.18672 -1.25703  C7 1.124
28 C -0.77648 -1.14219 -0.35524  C7 1.577, C22 1.461, C40 1.482
29 N 0.38942 5.14976 1.13114  C17 1.476, C23 1.451, C54 1.450
30 C 3.32111 -9.32499 -2.45890  C12 1.481, C24 1.481, O26 1.213
31 C -2.10606 -2.94701 0.81292  H5 1.118, C7 1.600, C20 1.579, H49 1.129
32 O -3.00905 4.93949 -0.03905  S47 1.483
33 H 1.80413 0.26846 1.71810  C38 1.113
34 H -4.31853 -2.93231 0.74869  C20 1.126
35 H 1.96329 6.74473 3.05582  C2 1.129
36 C 1.02933 -7.81417 -1.62364  C9 1.481, C18 1.481, O21 1.215
37 H -0.29384 7.12093 -1.11809  C16 1.119
38 C 1.00332 0.17848 0.95025  H33 1.113, C40 1.455, C48 1.460
39 H 0.53071 -1.99022 1.24203  C40 1.119
40 C 0.29595 -1.06079 0.66431  C28 1.482, C38 1.455, H39 1.119
41 H -2.10934 7.59174 -1.08330  C16 1.126
42 H -3.57952 -4.40919 -0.12878  C20 1.119
43 C -0.73085 2.62932 -1.60390  C13 1.567, C44 1.581, O46 1.197
44 C -0.64803 3.92020 -0.69400  C23 1.356, C43 1.581, S47 1.826
45 H -2.04653 5.34024 2.19215  C57 1.132
46 O -0.98762 2.66652 -2.77225  C43 1.197
47 S -1.90344 5.21269 -0.98939  O6 1.469, C16 1.821, O32 1.483, C44 1.826
48 C 0.65252 1.38107 0.20129  C13 1.482, C38 1.460, C50 1.564
49 H -2.30164 -1.98758 1.37438  C31 1.129
50 C 1.30704 2.78070 0.44611  O1 1.201, C23 1.578, C48 1.564
51 H -1.24296 7.12007 0.41437  C16 1.127
52 I -0.30831 -3.96568 -1.56186  C7 2.160
53 H -3.61281 -4.27644 1.69086  C20 1.127
54 C 1.65919 5.84341 1.03392  C2 1.569, O25 1.213, N29 1.450
55 H -1.15733 6.54441 3.20369  C57 1.123
56 H 0.48197 -9.61972 -0.51270  C18 1.083
57 C -1.31301 5.44284 3.04834  C17 1.577, H19 1.115, H45 1.132, H55 1.123

structure (SMILES) = CC[C@H](I)c1ccc2c(c1)C(=O)C(S(C)(=O)=O)=C(N(C(C)=O)C(C)=O)C2=O.O=C1C=CC(=O)C=C1
gap between HOMO and LUMO = 0.280 Ha



No. 3
The following is a DFT calculation (ωB97M-V with the def2-TZVPD basis set) of the molecule C2Cl4OS in a non-equilibrium geometry.

Last columns: bonded neighbours and bond lengths (Å).
Element x y z (Å)
1 Cl 0.99088 -1.67566 -0.80062  C5 1.745
2 Cl 1.25840 -0.48837 1.82097  C5 1.764
3 C -0.15463 0.52616 -0.10982  C5 1.467, S6 2.138, O8 1.174
4 Cl -3.37135 0.29915 0.08822  S6 2.015
5 C 1.11574 -0.18058 0.08995  Cl1 1.745, Cl2 1.764, C3 1.467, Cl7 1.779
6 S -1.76785 -0.86804 -0.26840  C3 2.138, Cl4 2.015
7 Cl 2.48866 0.77719 -0.51204  C5 1.779
8 O -0.55984 1.61016 -0.30827  C3 1.174

structure (SMILES) = O=C(SCl)C(Cl)(Cl)Cl
gap between HOMO and LUMO = 0.323 Ha



No. 4
The following is a DFT calculation (ωB97M-V with the def2-TZVPD basis set) of a cluster of 2 separate species, C8H14INS2 in total in a non-equilibrium geometry.

Last columns: bonded neighbours and bond lengths (Å).
Element x y z (Å)
1 C 0.42411 0.14462 0.94567  C13 1.551, C17 1.476, C26 1.285
2 H 1.80370 -1.09425 2.13239  C17 1.101
3 H -2.07680 0.28439 -0.52737  C8 1.161
4 I 5.16576 -0.18585 0.38941  N24 2.103
5 H 0.79291 2.07564 -2.05816  C19 1.097
6 H 3.94046 -2.36627 -1.40761  C22 1.156
7 H -3.90229 -0.33534 0.14891  C15 1.119
8 C -2.07206 0.47791 0.61697  H3 1.161, C13 1.457, C15 1.539, H25 1.115
9 H 2.52400 -0.35173 0.63822  C17 1.160
10 H -3.31281 -0.66879 1.85708  C15 1.098
11 S 1.36196 2.69036 -0.05659  C19 1.731, C26 1.639
12 H 2.61616 -1.36322 -2.42627  C22 1.130
13 C -1.02594 -0.31216 1.25285  C1 1.551, C8 1.457, H14 1.159, H18 1.124
14 H -1.05380 -1.45218 1.04427  C13 1.159
15 C -3.48619 0.09983 1.09250  H7 1.119, C8 1.539, H10 1.098, H20 1.087
16 H 2.16222 3.27430 -2.16256  C19 1.099
17 C 1.55549 -0.78939 1.10350  C1 1.476, H2 1.101, H9 1.160, S23 1.713
18 H -1.11798 -0.15486 2.36189  C13 1.124
19 C 1.79241 2.34966 -1.69857  H5 1.097, S11 1.731, H16 1.099, H21 1.161
20 H -3.95146 1.02938 1.41153  C15 1.087
21 H 2.69921 1.62856 -1.76940  C19 1.161
22 C 3.28209 -1.42204 -1.51504  H6 1.156, H12 1.130, N24 1.273
23 S 1.40852 -2.13408 0.05331  C17 1.713
24 N 3.59155 -0.30009 -1.00005  I4 2.103, C22 1.273
25 H -1.75226 1.51461 0.87253  C8 1.115
26 C 0.63643 1.33424 0.50985  C1 1.285, S11 1.639

gap between HOMO and LUMO (spin up / spin down) = 0.198 / 0.198 Ha



No. 5
The following is a DFT calculation (ωB97M-V with the def2-TZVPD basis set) of a cluster of 2 separate species, C4H10NPS in total in a non-equilibrium geometry.

Last columns: bonded neighbours and bond lengths (Å).
Element x y z (Å)
1 P 1.25018 -0.01649 0.15987  C9 1.877, N11 1.527
2 C -4.26377 0.81880 1.35412  C3 1.519, H4 1.047, H10 1.027, S15 1.822
3 C -3.27159 0.56319 0.23324  C2 1.519, H7 1.084, S15 1.775, H17 1.039
4 H -3.80278 0.68922 2.28536  C2 1.047
5 H 4.23814 -0.64578 -0.61519  C8 1.163
6 H 4.72436 0.46399 0.78843  C8 1.086
7 H -2.22867 0.48287 0.51722  C3 1.084
8 C 3.97830 0.29466 0.01829  H5 1.163, H6 1.086, N11 1.431, H14 1.004
9 C 1.32935 -1.21206 -1.28478  P1 1.877, H12 1.090, H13 1.123, H16 1.109
10 H -5.12725 1.36887 1.27065  C2 1.027
11 N 2.66634 0.36712 0.58425  P1 1.527, C8 1.431
12 H 2.11157 -0.88868 -1.97098  C9 1.090
13 H 1.56048 -2.20562 -0.81448  C9 1.123
14 H 4.16731 1.02476 -0.64442  C8 1.004
15 S -4.32239 -0.82669 0.57313  C2 1.822, C3 1.775
16 H 0.36399 -1.37986 -1.80477  C9 1.109
17 H -3.37355 1.10171 -0.64995  C3 1.039

structure (SMILES) = C/N=P\C.C1CS1
gap between HOMO and LUMO = 0.326 Ha



No. 6
The following is a DFT calculation (ωB97M-V with the def2-TZVPD basis set) of the molecule C5H8N2 in a non-equilibrium geometry.

Last columns: bonded neighbours and bond lengths (Å).
Element x y z (Å)
1 H 1.19803 1.67746 -0.62254  C6 1.096
2 C -0.42750 0.39713 -1.31364  C6 1.538, C12 1.506, H14 1.098, H15 1.099
3 C 1.87596 -0.29397 -0.56915  C6 1.473, N13 1.157
4 H -2.04639 -0.57039 -0.15419  C12 1.090
5 H 1.47410 0.95253 -2.19986  C6 1.096
6 C 1.06339 0.75794 -1.20293  H1 1.096, C2 1.538, C3 1.473, H5 1.096
7 C -0.51259 -0.07128 1.16727  H9 1.086, N10 1.396, C12 1.335
8 H -1.63030 -1.43952 2.12151  N10 1.011
9 H 0.43845 0.42285 1.34058  C7 1.086
10 N -1.05371 -0.63369 2.32425  C7 1.396, H8 1.011, H11 1.011
11 H -0.34418 -0.89267 2.99594  N10 1.011
12 C -1.07666 -0.08454 -0.04257  C2 1.506, H4 1.090, C7 1.335
13 N 2.51695 -1.10800 -0.05406  C3 1.157
14 H -0.54012 -0.39453 -2.06559  C2 1.098
15 H -0.93545 1.28068 -1.72501  C2 1.099

structure (SMILES) = N#CCC/C=C/N
gap between HOMO and LUMO = 0.341 Ha



| no. | DFT total energy (Ha) |
| --- | --- |
| 1 | -1213.693589 |
| 2 | -2280.137175 |
| 3 | -2390.359182 |
| 4 | -1461.813756 |
| 5 | -952.609195 |
| 6 | -304.803296 |